{"formula": "C39H58B2F4N11O2S3W", "method": "ωB97M-V/def2-TZVPD", "multiplicity": 3, "homo_energy_ev": [-9.643, -9.847], "lumo_ev": [-2.46, -2.26], "e_above_lowest_ev": 0.000, "total_charge": 1, "e_tot_ev": -108434.8085, "orbital_gap_ev": [7.184, 7.590], "species": ["W", "S", "S", "S", "F", "F", "F", "F", "O", "O", "N", "N", "N", "N", "N", "N", "N", "N", "N", "N", "N", "C", "C", "C", "C", "C", "C", "C", "C", "C", "C", "C", "C", "C", "C", "C", "C", "C", "C", "C", "C", "C", "C", "C", "C", "C", "C", "C", "C", "C", "C", "C", "C", "C", "C", "C", "C", "C", "C", "C", "B", "B", "H", "H", "H", "H", "H", "H", "H", "H", "H", "H", "H", "H", "H", "H", "H", "H", "H", "H", "H", "H", "H", "H", "H", "H", "H", "H", "H", "H", "H", "H", "H", "H", "H", "H", "H", "H", "H", "H", "H", "H", "H", "H", "H", "H", "H", "H", "H", "H", "H", "H", "H", "H", "H", "H", "H", "H", "H", "H"], "positions_angstrom": [[-0.07351, -0.47174, -0.63143], [1.76329, 3.08601, 1.31362], [0.48461, -2.36698, 0.93572], [1.37406, 0.93994, -2.09081], [-3.83063, -2.32600, 1.87291], [-3.79703, -0.56846, 3.39158], [-3.86489, -0.17084, 1.11579], [-1.95692, -1.03691, 2.07457], [-1.73444, 2.84160, -2.17994], [-1.26363, 0.68351, -1.87120], [-1.91274, -1.71681, -0.69881], [3.01856, -1.41430, 0.77334], [-4.65440, 3.81047, -2.98240], [2.96958, -3.57546, 1.09083], [-0.87117, 1.15911, 0.73382], [-4.62379, 2.17713, -1.34998], [-4.19706, 1.62293, -3.54726], [3.37974, 0.85817, -0.24026], [2.21102, 2.00242, 3.82217], [2.58595, 0.64062, 2.15025], [3.88666, 2.03954, -2.00044], [-1.99589, -2.07085, -3.11411], [-2.65643, -1.73438, -1.93665], [1.72520, 3.15521, 4.64638], [2.81462, -0.06297, 3.32433], [2.19469, 1.91336, 2.46429], [-0.18581, -3.46961, -4.02372], [0.37145, -1.92193, -2.21838], [-1.61042, 1.88226, -1.45008], [2.58671, 0.77229, 4.34825], [-1.94827, 1.88318, 0.03963], [5.15389, 3.44289, -3.57215], [1.69353, -2.37432, -2.35806], [1.26294, -5.19464, 1.99181], [1.91332, 2.82176, 6.12393], [-0.56600, -2.47690, -3.10827], [0.23612, 3.36304, 4.37177], [-4.70824, 3.11791, -0.22220], [-4.10524, -1.74247, -4.27568], [1.12029, -3.90596, -4.11047], [3.84018, 2.70034, -3.34581], [-2.28597, 3.21763, 0.67855], [-4.46223, 2.54092, -2.61502], [2.07392, -3.33782, -3.27434], [3.68968, 1.62842, -4.42355], [-2.75079, -2.04103, -4.28819], [-4.74569, -1.45648, -3.07768], [2.56618, -5.02320, 1.21366], [-3.44825, 3.95944, 0.01554], [2.54780, 4.40055, 4.32088], [4.32607, -1.85860, 0.78969], [4.62502, 1.41549, -0.01808], [2.93134, 1.26565, -1.43614], [-4.01045, -1.43387, -1.89969], [2.20283, -2.47265, 0.94218], [4.94515, 2.13279, -1.10741], [2.43015, -5.57431, -0.20263], [4.29812, -3.18954, 0.97457], [3.67278, -5.74967, 1.97944], [2.69560, 3.71339, -3.36933], [-3.39130, -1.04608, 2.17886], [2.58018, 0.05212, 0.75508], [-0.31815, 2.44195, 4.56403], [0.39029, -4.91724, 1.41224], [3.67856, 2.11208, -5.40072], [-2.26402, -2.26031, -5.22939], [3.33082, -6.76013, 2.19521], [1.68888, -5.00639, -0.76725], [-0.14400, 4.13607, 5.04068], [3.11082, -3.64667, -3.33733], [1.17138, -6.24944, 2.24954], [2.73815, 4.26662, -4.30808], [-0.93642, -3.92027, -4.66123], [-4.94383, 2.50743, 0.64945], [-4.45756, 1.20285, -1.13828], [5.30188, 4.24264, -2.84550], [5.10682, -3.89157, 1.02938], [5.16176, -1.19711, 0.64772], [-4.66486, -1.74966, -5.20206], [-4.72846, 4.52718, -2.28321], [-3.09714, 4.39000, -0.92154], [5.15369, 1.28681, 0.91005], [3.60625, 4.21610, 4.51354], [-4.37401, 4.10588, -3.90105], [2.47153, -1.93733, -1.73798], [2.76894, 1.06004, -4.31518], [3.89187, -5.25696, 2.92771], [2.22267, 5.21548, 4.96860], [6.01270, 2.77057, -3.55516], [3.12500, -1.09214, 3.33126], [1.26602, -4.62001, 2.91915], [-1.22148, 0.74346, 1.59704], [1.39245, -4.67854, -4.81750], [2.10984, -6.61588, -0.15990], [-2.54327, 3.01742, 1.72357], [2.80073, 4.42195, -2.54628], [-2.54586, -1.48626, 0.06676], [4.53339, 0.93686, -4.39406], [1.71915, 3.24082, -3.29493], [-1.39868, 3.85608, 0.69150], [2.67423, 0.59650, 5.40201], [-1.56199, -2.65752, -0.51052], [-5.80935, -1.25711, -3.05711], [-0.09954, 1.80090, 0.96177], [5.11277, 3.89907, -4.55984], [-5.57504, 3.76339, -0.38374], [-2.80558, 1.21876, 0.13163], [1.27979, 1.99355, 6.44400], [0.06564, 3.67661, 3.34392], [3.38223, -5.52834, -0.73438], [5.82158, 2.71484, -1.31183], [1.38295, 0.08090, 0.39003], [1.62523, 3.69844, 6.70195], [-3.87562, 1.92743, -4.45035], [-3.86630, 0.71159, -3.25641], [4.59324, -5.84285, 1.40370], [-4.48352, -1.24027, -0.94230], [2.95362, 2.59782, 6.36409], [2.42440, 4.70433, 3.28562], [-3.74076, 4.79132, 0.65973]], "atomic_forces_ev_per_a": [[0.876, 0.049, -0.933], [0.009, -0.012, 0.020], [-0.037, 0.096, 0.350], [0.106, 0.157, 0.074], [0.007, 0.023, -0.005], [0.010, 0.010, 0.000], [0.028, -0.006, 0.004], [-0.207, 0.154, 0.083], [-0.030, -0.008, 0.007], [-0.076, -0.051, -0.047], [-0.068, -0.088, 0.238], [-0.043, -0.027, 0.122], [-0.011, 0.033, -0.016], [-0.021, 0.016, 0.065], [0.055, -0.119, 0.179], [0.149, 0.004, -0.009], [0.051, 0.076, 0.047], [-0.022, -0.002, -0.001], [-0.137, -0.076, -0.029], [0.033, -0.060, 0.051], [0.025, -0.066, -0.023], [-0.039, 0.068, 0.036], [0.005, 0.072, 0.025], [0.065, 0.034, -0.020], [0.029, 0.017, 0.002], [0.018, 0.043, 0.007], [-0.025, 0.033, 0.008], [-0.092, -0.007, -0.007], [-0.039, -0.048, 0.059], [0.033, 0.019, 0.013], [0.080, -0.057, 0.031], [0.006, -0.006, 0.003], [0.015, 0.059, -0.014], [0.039, 0.028, 0.059], [-0.005, -0.007, 0.016], [-0.004, -0.118, -0.017], [0.003, 0.021, 0.000], [-0.081, -0.024, -0.002], [-0.010, -0.020, -0.024], [0.025, 0.003, 0.025], [-0.026, 0.023, 0.020], [0.007, 0.030, 0.008], [-0.005, -0.027, -0.041], [-0.001, -0.005, -0.020], [0.005, 0.007, -0.019], [0.011, -0.031, 0.025], [-0.027, -0.057, 0.024], [-0.003, 0.024, -0.071], [-0.019, 0.007, 0.013], [0.014, -0.007, 0.027], [0.036, -0.006, -0.085], [0.012, 0.020, 0.033], [-0.050, 0.017, -0.029], [0.007, -0.065, -0.018], [-0.049, -0.127, -0.234], [-0.007, 0.045, -0.002], [-0.062, -0.007, -0.002], [0.009, -0.011, 0.068], [0.037, -0.038, -0.039], [-0.008, 0.012, -0.004], [-0.049, -0.073, -0.058], [-0.043, -0.092, 0.067], [-0.002, 0.003, 0.012], [-0.014, 0.014, -0.014], [0.001, -0.007, 0.002], [0.002, 0.010, -0.001], [0.009, -0.004, -0.010], [-0.006, -0.001, 0.004], [-0.004, 0.000, -0.008], [-0.003, -0.006, 0.001], [-0.005, 0.008, 0.004], [-0.007, -0.002, 0.002], [0.004, -0.004, -0.003], [0.031, 0.011, 0.021], [-0.085, -0.005, 0.031], [0.000, 0.000, -0.002], [-0.001, 0.020, 0.020], [-0.008, 0.000, 0.008], [0.003, 0.004, 0.002], [-0.016, -0.007, 0.001], [-0.005, -0.002, 0.000], [0.000, -0.010, -0.009], [-0.001, 0.001, 0.000], [0.009, -0.003, 0.003], [-0.005, -0.006, 0.013], [-0.005, 0.006, 0.001], [-0.018, -0.007, 0.007], [-0.006, 0.001, -0.013], [-0.002, 0.002, 0.000], [0.001, 0.003, 0.000], [0.005, 0.002, -0.004], [-0.031, -0.009, -0.009], [0.000, 0.006, -0.005], [0.013, -0.001, 0.001], [0.008, -0.030, -0.001], [0.007, 0.003, -0.004], [0.009, -0.023, 0.044], [0.003, 0.005, 0.004], [0.012, -0.006, 0.001], [-0.021, 0.021, -0.055], [-0.016, -0.011, -0.001], [-0.057, -0.024, -0.007], [0.004, 0.012, 0.003], [-0.039, 0.060, 0.000], [-0.002, 0.001, 0.000], [0.001, 0.001, -0.001], [-0.063, 0.036, -0.019], [0.011, -0.010, -0.006], [0.001, -0.005, 0.006], [-0.005, 0.014, -0.002], [0.009, -0.015, 0.003], [-0.163, 0.110, -0.063], [-0.015, -0.009, 0.001], [-0.009, 0.017, 0.002], [-0.038, -0.014, -0.015], [-0.005, 0.004, 0.005], [-0.008, -0.016, 0.001], [0.004, 0.015, -0.004], [0.006, 0.000, 0.000], [-0.001, -0.007, 0.013]], "mulliken_spin": [1.673, 0.001, -0.002, 0.000, 0.000, 0.000, 0.001, 0.009, 0.000, 0.047, 0.047, -0.003, 0.000, 0.015, 0.039, 0.000, 0.000, -0.010, -0.001, -0.004, 0.005, 0.023, 0.034, 0.000, 0.003, -0.001, -0.030, -0.167, 0.012, 0.001, 0.022, 0.000, 0.133, 0.001, 0.000, 0.074, 0.001, 0.000, -0.003, 0.026, -0.001, 0.007, 0.000, -0.021, 0.007, 0.002, 0.005, 0.013, 0.001, 0.000, 0.004, 0.003, 0.019, 0.002, 0.006, 0.000, -0.004, 0.000, -0.001, 0.003, 0.004, -0.128, 0.000, 0.002, 0.000, 0.000, 0.000, 0.002, 0.000, -0.001, 0.000, 0.000, 0.000, 0.000, 0.000, 0.000, 0.000, 0.001, 0.000, 0.000, 0.000, 0.000, 0.000, 0.000, 0.020, -0.001, 0.000, 0.000, 0.000, 0.000, 0.000, 0.027, 0.002, 0.000, -0.001, 0.001, -0.002, 0.001, 0.001, 0.000, 0.000, 0.009, 0.000, 0.006, 0.000, 0.000, -0.008, 0.000, 0.000, 0.000, 0.000, 0.073, 0.000, 0.000, 0.001, 0.000, 0.001, 0.000, 0.000, 0.000]}